1.
Density functional theory data (ωB97M-V/def2-TZVPD) for one molecule with the formula C20H18F3NO5.

## Properties
ΔE to the lowest compared entry with this formula, charge and spin: 4.8 kcal per mole
Frontier orbital gap: 8.63 eV
E_HOMO: -0.29503 Eh

ORCA input file:
```
! wB97M-V def2-TZVPD RIJCOSX def2/J DEFGRID3
* xyz 0 1
C 0.9410 0.9592 -3.3447
O 1.7200 0.0063 -2.5904
C 0.8705 -0.6956 -1.6592
N 0.8092 -0.0199 -0.3581
C 1.8845 0.0828 0.5491
C 1.5393 0.9273 1.5587
C 2.5235 1.2847 2.6544
O 3.0234 -0.0351 3.0690
C 1.8733 2.0144 3.8787
O 1.4759 1.2719 4.7746
O 1.8074 3.3903 3.9231
C 3.6668 2.2157 2.0841
F 3.1756 3.2620 1.3572
F 4.4839 1.5056 1.2298
F 4.4162 2.7779 3.0598
C 0.1362 1.3128 1.3532
C -0.7721 2.0928 2.0782
C -2.0803 2.2453 1.6410
C -2.4759 1.6746 0.4263
C -1.5793 0.9186 -0.3428
O -1.9921 0.4624 -1.5412
C -2.9903 -0.6182 -1.4874
C -2.3300 -1.9772 -1.5927
C -2.3745 -2.6162 -2.8346
C -1.8552 -3.8885 -2.9752
C -1.1902 -4.5146 -1.8777
C -1.0878 -3.8342 -0.6615
C -1.7109 -2.5861 -0.4936
C -0.2514 0.7469 0.1377
H 0.6864 1.8307 -2.7184
H -0.0142 0.5612 -3.7368
H 1.5423 1.2713 -4.2320
H 1.3191 -1.6890 -1.5305
H -0.1730 -0.8506 -2.0758
H 2.8649 -0.3745 0.4208
H 2.3388 -0.4562 3.6110
H 1.5038 3.5547 4.8353
H -0.5024 2.5452 3.0137
H -2.8089 2.8055 2.2092
H -3.4771 1.7875 0.0341
H -3.7166 -0.4480 -2.2844
H -3.5764 -0.5698 -0.5889
H -2.8529 -2.0860 -3.6648
H -1.8569 -4.4095 -3.9188
H -0.6805 -5.4528 -2.0145
H -0.6067 -4.3143 0.1668
H -1.6464 -2.0712 0.4579
*
```

=====

2.
Density functional theory data (ωB97M-V/def2-TZVPD) for one molecule with the formula C20H18N2O3S.

## Properties
ΔE to the lowest compared entry with this formula, charge and spin: 9.3 kcal per mole
Frontier orbital gap: 8.36 eV
E_HOMO: -0.28849 Eh

ORCA input file:
```
! wB97M-V def2-TZVPD RIJCOSX def2/J DEFGRID3
* xyz 0 1
C -8.4576 -0.5799 -0.9319
C -7.1529 0.1041 -0.5699
O -7.0549 1.2967 -0.4028
N -6.1222 -0.7854 -0.4597
C -4.7785 -0.5483 -0.1515
C -4.2686 0.7203 0.1096
C -2.9305 0.8902 0.4054
C -2.0720 -0.2050 0.4468
N -0.7114 -0.0966 0.7379
C 0.0219 1.0201 1.0153
O -0.4031 2.1574 1.0565
C 1.4402 0.7139 1.2656
C 2.4805 1.5654 1.5361
C 3.6266 0.7583 1.6751
C 3.2124 -0.5343 1.4904
C 3.9800 -1.7917 1.4316
S 4.3151 -2.2468 -0.3343
C 4.9644 -0.6733 -0.8736
C 4.2077 0.1159 -1.7239
C 4.6856 1.3563 -2.1079
C 5.9113 1.8022 -1.6427
C 6.6678 1.0030 -0.8012
C 6.1986 -0.2402 -0.4168
O 1.8894 -0.5670 1.2382
C -2.5828 -1.4760 0.1871
C -3.9185 -1.6448 -0.1081
H -8.3618 -1.0924 -1.8870
H -8.7275 -1.3060 -0.1676
H -9.2415 0.1678 -1.0058
H -6.3443 -1.7575 -0.6259
H -4.9256 1.5727 0.0789
H -2.5431 1.8748 0.6053
H -0.2028 -0.9713 0.7360
H 2.4139 2.6301 1.6168
H 4.6247 1.0838 1.8851
H 4.9334 -1.6925 1.9463
H 3.4158 -2.6345 1.8264
H 3.2515 -0.2417 -2.0748
H 4.0953 1.9771 -2.7648
H 6.2794 2.7733 -1.9378
H 7.6274 1.3468 -0.4442
H 6.7848 -0.8727 0.2334
H -1.9274 -2.3354 0.2162
H -4.3004 -2.6368 -0.3078
*
```

=====

3.
Density functional theory data (ωB97M-V/def2-TZVPD) for C20H18N5O2SSe3TeW as an isolated structure.

## Properties
Frontier orbital gap (spin up / spin down): 5.59 / 5.59 eV
E_HOMO (spin up / spin down): -0.57771 / -0.57827 Eh

ORCA input file:
```
! wB97M-V def2-TZVPD RIJCOSX def2/J DEFGRID3
* xyz 3 1
W 0.7293 -0.4200 0.4202
O -0.7591 2.7547 5.4975
C -1.7448 3.0059 6.1161
O -2.6151 3.2976 6.7671
C -0.4283 2.0337 4.3169
C 0.8451 2.2160 3.7701
C 1.1253 1.6047 2.5633
N 0.2180 0.7367 1.9380
C -1.0821 0.7065 2.4447
C -1.4129 1.3118 3.6388
C -2.0275 0.1508 1.5107
C -3.3841 -0.0655 1.7845
C -4.2168 -0.5445 0.7987
C -3.6780 -0.7447 -0.4750
C -2.3369 -0.5268 -0.6794
N -1.4753 -0.1269 0.2860
C 2.2534 1.8696 1.7061
C 3.3515 2.6777 2.0347
C 4.3322 2.9125 1.0950
C 4.1618 2.3847 -0.1910
C 3.0672 1.5940 -0.4571
N 2.1284 1.2731 0.4702
H 1.5676 2.8466 4.2615
H -2.4206 1.2501 4.0128
H -3.7564 0.1224 2.7777
H -5.2572 -0.7497 0.9935
H -4.2947 -1.0741 -1.2950
H -1.9148 -0.6786 -1.6647
H 3.4233 3.1043 3.0213
H 5.2027 3.5061 1.3323
H 4.8758 2.5854 -0.9746
H 2.9104 1.1850 -1.4523
Se -0.3775 -2.6160 1.1116
Se 1.3959 -3.4283 2.4878
Te 2.8898 -1.4491 1.9335
Se 2.7397 -1.6597 -0.5619
S 0.4336 0.3129 -1.9946
C 0.1878 -1.0167 -3.1122
N -0.1149 -2.2282 -2.6620
C -0.4927 -3.3300 -3.5475
C -1.0322 -2.7664 -4.8539
C -0.0355 -1.7591 -5.4123
N 0.2332 -0.7524 -4.3961
H -0.0966 -2.4296 -1.6616
H -1.2438 -3.9295 -3.0310
H 0.3808 -3.9594 -3.7323
H -1.9938 -2.2800 -4.6899
H -1.1835 -3.5753 -5.5645
H -0.4230 -1.2609 -6.3014
H 0.8976 -2.2604 -5.6829
H 0.4474 0.1890 -4.6975
*
```

=====

4.
Density functional theory data (ωB97M-V/def2-TZVPD) for C20H19BrN6O6Rh as an isolated structure.

## Properties
Frontier orbital gap (spin up / spin down): 7.06 / 5.51 eV
E_HOMO (spin up / spin down): -0.39475 / -0.41102 Eh

ORCA input file:
```
! wB97M-V def2-TZVPD RIJCOSX def2/J DEFGRID3
* xyz 1 5
Rh -0.5251 -0.2101 -0.2806
C 2.8722 0.4157 -0.9676
O 1.9343 0.3981 0.1263
C 2.3530 0.2775 1.3602
C 3.6879 0.2803 1.7506
C 4.0002 0.1680 3.0852
Br 5.7800 0.1318 3.6412
C 2.9992 0.0757 4.0748
C 1.6711 0.0881 3.7290
C 1.2681 0.1654 2.3392
O 0.0696 0.1335 1.9811
C 0.6338 -0.0062 4.7395
N -0.6718 -0.0750 4.4926
C -1.3725 -0.1503 5.6903
C -2.7317 -0.2354 5.9664
C -3.0808 -0.2900 7.3000
C -2.1181 -0.2603 8.3205
C -0.7680 -0.1756 8.0465
C -0.4199 -0.1222 6.7026
N 0.8170 -0.0319 6.0686
H 3.4151 -0.5293 -0.9769
H 3.5375 1.2713 -0.8615
H 2.2572 0.5312 -1.8542
H 4.4742 0.3423 1.0139
H 3.3319 -0.0087 5.1003
H -1.0100 -0.0670 3.5332
H -3.4744 -0.2569 5.1832
H -4.1249 -0.3563 7.5702
H -2.4456 -0.3041 9.3494
H -0.0285 -0.1512 8.8336
H 1.7091 0.0228 6.5297
N -2.6534 0.5871 -0.3200
N -2.6158 1.9703 -0.6561
C -1.3192 2.5205 -0.8459
O -1.1605 3.7154 -0.7728
O -0.4100 1.6376 -1.1440
H -3.0590 0.0701 -1.0984
H -3.2823 0.4373 0.4618
H -3.2321 2.5579 -0.1162
C 2.1184 -5.0733 1.4267
N 1.0730 -4.3276 0.7416
C 0.0642 -4.9637 0.0769
C -0.9217 -4.2976 -0.5535
C -0.8707 -2.8633 -0.5110
O -1.7302 -2.0893 -0.9987
N 0.1784 -2.2590 0.1107
C 1.1290 -2.9381 0.7891
O 2.0221 -2.3874 1.4387
H 1.9302 -6.1352 1.2919
H 2.1200 -4.8331 2.4884
H 3.0923 -4.8194 1.0118
H 0.1113 -6.0435 0.1023
H -1.7197 -4.8101 -1.0646
*
```

=====

5.
Density functional theory data (ωB97M-V/def2-TZVPD) for a 2-piece molecular cluster, C20H19F3N2O4S2 overall.

## Properties
ΔE to the lowest compared entry with this formula, charge and spin: 18.8 kcal per mole
Frontier orbital gap: 7.11 eV
E_HOMO: -0.28646 Eh

ORCA input file:
```
! wB97M-V def2-TZVPD RIJCOSX def2/J DEFGRID3
* xyz 0 1
O -2.6589 -1.2599 4.1425
C -1.5564 -0.7289 4.1031
C -0.9930 0.1070 3.0590
C -1.6727 0.1308 1.8513
C -0.9274 0.3520 0.7114
C 0.4728 0.3718 0.7555
C 1.1483 0.4748 1.9684
C 0.3888 0.3151 3.1288
S 1.1139 -0.3948 4.5535
O 1.5265 0.5282 5.5716
O 1.9757 -1.4544 4.1014
N -0.4902 -0.9763 4.9909
S -0.5644 -2.4647 5.8401
C -0.9161 -1.6011 7.4696
F -1.0468 -2.5432 8.4442
F -2.0586 -0.8662 7.4076
F 0.0917 -0.7633 7.8193
H -2.7400 -0.0910 1.8310
H -1.5422 0.5058 -0.1704
H 1.1154 0.2128 -0.1082
H 2.2335 0.5664 1.9793
C -0.4578 0.2604 -1.9110
C 0.6680 -0.4501 -2.2965
N 1.9290 0.1094 -2.3909
C 2.7186 -0.3849 -3.5269
C 4.1326 0.1710 -3.5177
O 4.1458 1.5827 -3.3148
C 3.5500 1.9452 -2.0708
C 2.0872 1.5187 -2.0074
C -1.8440 0.0692 -2.3846
C -2.8185 1.1060 -2.2432
C -4.1270 0.9231 -2.7030
C -4.4942 -0.3033 -3.2917
C -3.5344 -1.3178 -3.4420
C -2.2230 -1.1351 -2.9963
H -0.3069 1.2874 -1.5617
H 0.5987 -1.4993 -2.5921
H 2.7333 -1.4708 -3.4871
H 2.2366 -0.0916 -4.4776
H 4.7403 -0.3478 -2.7542
H 4.5799 0.0568 -4.5117
H 4.1054 1.5101 -1.2164
H 3.6030 3.0455 -2.0438
H 1.4809 2.1763 -2.6617
H 1.7488 1.6637 -0.9821
H -2.5111 2.0607 -1.8061
H -4.8684 1.7197 -2.5716
H -5.5047 -0.4450 -3.6802
H -3.8081 -2.2776 -3.8906
H -1.4602 -1.9032 -3.1160
*
```

=====

6.
Density functional theory data (ωB97M-V/def2-TZVPD) for C20H19IIrN5O3Te4 as an isolated structure.

## Properties
ΔE to the lowest compared entry with this formula, charge and spin: 6.9 kcal per mole
Frontier orbital gap (spin up / spin down): 6.54 / 5.66 eV
E_HOMO (spin up / spin down): -0.36783 / -0.40548 Eh

ORCA input file:
```
! wB97M-V def2-TZVPD RIJCOSX def2/J DEFGRID3
* xyz 1 6
Ir 0.4231 -0.0912 0.6815
O -1.6637 3.2472 -0.7921
C -1.2177 2.3119 -0.1712
N -0.3662 1.3355 -0.6556
C -0.2427 1.1483 -2.0189
O -0.9930 1.5640 -2.8716
C 0.9251 0.2728 -2.3863
C 1.3810 0.2366 -3.6931
C 2.4269 -0.6181 -4.0019
C 2.9651 -1.4117 -3.0011
C 2.4470 -1.3140 -1.7208
N 1.4526 -0.4818 -1.4212
C -1.6182 2.1163 1.2756
C -2.6057 2.9181 1.8250
C -2.9955 2.6826 3.1332
C -2.3875 1.6601 3.8452
C -1.4014 0.9122 3.2247
N -1.0286 1.1430 1.9694
H 0.9089 0.8702 -4.4305
H 2.8161 -0.6674 -5.0101
H 3.7764 -2.0970 -3.2020
H 2.8253 -1.9226 -0.9090
H -3.0385 3.7014 1.2181
H -3.7621 3.2913 3.5950
H -2.6652 1.4443 4.8674
H -0.8896 0.1090 3.7371
Te 2.6735 -0.0860 1.9428
Te 2.6808 -1.8951 3.9953
Te 0.2614 -2.8614 4.1888
Te -0.9093 -2.4522 0.5608
C -4.6923 1.5672 -1.5424
N -4.3819 0.5852 -0.5047
C -5.3182 0.3280 0.5781
C -3.2337 -0.0732 -0.5353
O -2.9049 -0.9077 0.3309
H -5.4459 2.2526 -1.1636
H -5.0829 1.0806 -2.4373
H -3.8026 2.1408 -1.8011
H -6.2950 0.7208 0.3093
H -4.9789 0.8066 1.5001
H -5.3966 -0.7430 0.7546
H -2.5796 0.1788 -1.3747
I 1.1485 -4.2733 0.6322
C -1.1334 -2.6731 -1.5487
C -1.2950 -3.9336 -2.1024
C -1.4484 -4.0090 -3.4785
C -1.4301 -2.8372 -4.2240
C -1.2571 -1.6303 -3.5641
N -1.1070 -1.5529 -2.2419
H -1.2956 -4.8226 -1.4869
H -1.5782 -4.9689 -3.9604
H -1.5436 -2.8550 -5.2989
H -1.2232 -0.6864 -4.0990
*
```

=====

7.
Density functional theory data (ωB97M-V/def2-TZVPD) for one molecule with the formula C20H19N3O5.

## Properties
ΔE to the lowest compared entry with this formula, charge and spin: 17.3 kcal per mole
Frontier orbital gap: 7.73 eV
E_HOMO: -0.29312 Eh

ORCA input file:
```
! wB97M-V def2-TZVPD RIJCOSX def2/J DEFGRID3
* xyz 0 1
C -4.9836 -1.3848 0.4458
O -4.9144 0.0208 0.4319
C -3.7046 0.6036 0.1548
C -2.5394 -0.0686 -0.1755
C -1.3749 0.6353 -0.4170
C -1.3477 2.0256 -0.3369
C -0.1393 2.7767 -0.6138
C 1.1118 2.3935 -0.2980
N 2.2816 3.0168 -0.7270
C 3.4004 2.3283 -0.3428
O 4.5446 2.5523 -0.6407
N 2.9439 1.2819 0.4510
C 3.7893 0.2738 1.0490
C 3.1098 -1.1015 0.9429
O 3.0868 -1.8794 1.8616
N 2.5723 -1.3165 -0.2928
C 1.4769 -2.1262 -0.6200
C 0.9569 -2.0227 -1.9089
C -0.1673 -2.7454 -2.2561
C -0.7866 -3.5629 -1.3259
C -0.2769 -3.6725 -0.0391
C -0.9350 -4.5451 0.9858
C 0.8626 -2.9574 0.3052
C 1.5633 1.2828 0.5694
O 0.9380 0.5292 1.2734
C -2.5360 2.7051 -0.0514
C -3.7006 2.0114 0.2076
O -4.8389 2.6875 0.5059
H -4.7679 -1.8033 -0.5418
H -6.0076 -1.6267 0.7260
H -4.2932 -1.8092 1.1802
H -2.5181 -1.1439 -0.2486
H -0.4905 0.0866 -0.6925
H -0.2659 3.7159 -1.1400
H 2.3129 3.8183 -1.3346
H 4.7496 0.2892 0.5251
H 3.9572 0.4816 2.1100
H 2.8103 -0.6452 -1.0117
H 1.4296 -1.3708 -2.6314
H -0.5684 -2.6623 -3.2555
H -1.6706 -4.1185 -1.6045
H -1.1307 -3.9780 1.8940
H -1.8721 -4.9519 0.6128
H -0.2787 -5.3734 1.2496
H 1.2631 -3.0279 1.3026
H -2.5580 3.7820 0.0033
H -5.5377 2.0394 0.6697
*
```

=====

8.
Density functional theory data (ωB97M-V/def2-TZVPD) for C20H19N4OsPS3 as an isolated structure.

## Properties
Frontier orbital gap: 6.56 eV
E_HOMO: -0.53919 Eh

ORCA input file:
```
! wB97M-V def2-TZVPD RIJCOSX def2/J DEFGRID3
* xyz 2 1
Os -0.4826 1.4254 0.4450
C -3.6426 1.8164 3.4487
C -2.7890 1.7174 2.2361
N -1.5077 1.6711 2.2380
N -0.8170 1.8399 3.4307
C 0.3181 2.4186 3.1720
N 1.1731 2.7656 4.1323
S 0.7903 2.8130 1.4707
C -3.3502 1.7813 0.8759
C -4.6810 2.0052 0.6230
C -5.1010 2.1883 -0.6926
C -4.1744 2.1408 -1.7164
C -2.8508 1.8955 -1.4082
N -2.4411 1.7250 -0.1387
H -3.0507 1.6548 4.3424
H -4.4408 1.0743 3.3977
H -4.1058 2.8042 3.5118
H 0.9195 2.6163 5.0971
H 2.0423 3.2276 3.9291
H -5.3847 2.0522 1.4419
H -6.1455 2.3741 -0.9066
H -4.4606 2.2785 -2.7493
H -2.0993 1.8205 -2.1780
S 0.7076 -0.3892 1.1431
P 1.3222 -0.7616 -0.8085
S 0.2732 0.7709 -1.6708
C 0.7769 -2.3678 -1.3178
C 1.5941 -3.4587 -1.0050
C 1.1409 -4.7406 -1.2709
C -0.1081 -4.9298 -1.8482
C -0.9136 -3.8438 -2.1664
C -0.4790 -2.5576 -1.8954
C 3.0676 -0.6204 -1.0509
C 3.9153 -0.1895 -0.0314
C 5.2738 -0.0711 -0.2828
C 5.7719 -0.3710 -1.5422
C 4.9241 -0.7982 -2.5592
C 3.5688 -0.9314 -2.3192
H 2.5770 -3.3109 -0.5734
H 1.7652 -5.5918 -1.0358
H -0.4543 -5.9331 -2.0596
H -1.8773 -4.0019 -2.6314
H -1.0990 -1.7078 -2.1517
H 3.5223 0.0401 0.9514
H 5.9436 0.2503 0.5035
H 6.8325 -0.2773 -1.7354
H 5.3235 -1.0351 -3.5359
H 2.9120 -1.2790 -3.1084
*
```

=====

| no. | maximum force (eV/Å) |
| --- | --- |
| 1 | 2.48 |
| 2 | 1.32 |
| 3 | 3.23 |
| 4 | 0.47 |
| 5 | 2.75 |
| 6 | 0.28 |
| 7 | 1.17 |
| 8 | 0.75 |